Entry 1:
{
  "formula": "C28H26B3F4KN6O8",
  "method": "the ωB97M-V functional and the def2-TZVPD basis",
  "symbols": ["K", "F", "F", "F", "F", "O", "O", "O", "O", "O", "O", "O", "O", "N", "N", "N", "N", "N", "N", "C", "C", "C", "C", "C", "C", "C", "C", "C", "C", "C", "C", "C", "C", "C", "C", "C", "C", "C", "C", "C", "C", "C", "C", "C", "C", "C", "C", "B", "B", "B", "H", "H", "H", "H", "H", "H", "H", "H", "H", "H", "H", "H", "H", "H", "H", "H", "H", "H", "H", "H", "H", "H", "H", "H", "H", "H"],
  "coordinates": [[-0.041, 1.400, -0.949], [1.162, 5.361, 1.690], [1.336, 3.824, -0.026], [-4.572, -1.278, -0.986], [-4.722, 0.529, 0.450], [2.476, -2.585, -1.882], [0.993, -0.855, -2.391], [-3.538, 0.693, -1.599], [0.449, 3.202, 2.086], [2.424, 0.961, -1.042], [-2.753, -0.757, 0.333], [-0.769, 4.765, 0.569], [0.079, -2.717, -1.188], [-1.829, 0.189, 0.712], [0.677, -2.375, 0.941], [-0.476, 2.269, 1.730], [-1.393, 3.877, -0.261], [-2.772, 1.795, -1.220], [1.543, -1.559, 0.182], [-0.109, -2.940, 0.100], [-1.127, -4.538, 1.692], [-3.509, -4.505, 0.274], [3.592, -0.216, 0.624], [-1.721, -0.990, 2.873], [-1.237, -3.783, 0.527], [3.934, -2.238, -3.819], [-2.429, -3.768, -0.184], [-3.427, 2.854, -0.945], [0.759, 0.769, 3.231], [4.707, -0.220, 1.508], [-3.451, 4.987, 0.490], [-4.913, 3.004, -1.109], [2.156, -0.122, -4.420], [4.503, 1.845, -0.358], [-2.204, -5.287, 2.137], [3.256, -0.398, -5.242], [-3.399, -5.268, 1.427], [5.573, 1.760, 0.473], [1.971, -0.916, -3.313], [2.580, -1.153, 0.879], [-1.345, 0.073, 1.883], [5.695, 0.713, 1.431], [-0.341, 1.118, 2.269], [2.852, -1.960, -3.016], [-2.666, 3.967, -0.290], [3.438, 0.864, -0.336], [4.128, -1.435, -4.950], [0.548, 4.284, 1.054], [1.279, -1.873, -1.381], [-3.883, -0.176, -0.453], [-1.852, -0.556, 3.867], [-5.281, 2.208, -1.751], [6.344, 2.523, 0.432], [-4.449, -4.444, -0.258], [-2.117, -5.874, 3.044], [-4.124, 4.493, 1.193], [-5.146, 3.978, -1.546], [2.630, -1.630, 1.857], [-4.059, 5.608, -0.173], [0.968, -0.300, 3.204], [-0.194, -4.518, 2.242], [3.432, 0.218, -6.116], [4.610, -3.046, -3.570], [1.652, 1.333, 2.957], [0.492, 1.052, 4.254], [-2.525, -3.137, -1.055], [-4.248, -5.838, 1.786], [1.484, 0.697, -4.637], [-0.939, -1.750, 2.917], [-2.644, -1.465, 2.547], [-5.417, 2.915, -0.147], [4.762, -1.004, 2.258], [6.541, 0.684, 2.105], [-2.758, 5.617, 1.040], [4.975, -1.622, -5.599], [4.379, 2.667, -1.051]],
  "forces_ev_per_a": [[-0.190, 0.301, -0.156], [0.011, 0.074, 0.011], [-0.161, -0.065, 0.098], [0.038, 0.023, 0.003], [0.009, 0.033, -0.003], [-0.124, -0.017, 0.102], [-0.193, -0.012, 0.288], [0.087, 0.077, -0.018], [0.029, -0.031, -0.051], [0.344, 0.023, -0.213], [-0.023, 0.132, 0.019], [0.003, 0.060, 0.025], [-0.041, -0.039, -0.086], [0.051, -0.201, -0.046], [-0.035, -0.031, 0.117], [-0.093, -0.216, 0.040], [-0.046, -0.086, -0.052], [-0.081, 0.088, -0.023], [0.126, 0.094, 0.050], [-0.007, 0.091, -0.213], [-0.015, -0.018, 0.005], [-0.060, -0.002, 0.006], [0.046, 0.126, -0.014], [-0.054, 0.032, -0.094], [0.099, -0.050, 0.146], [-0.022, 0.011, -0.007], [0.014, 0.024, -0.038], [-0.056, 0.033, -0.098], [-0.012, 0.087, -0.073], [-0.003, 0.004, 0.000], [0.093, -0.028, 0.006], [0.064, -0.090, -0.024], [-0.013, 0.023, -0.002], [0.072, 0.043, -0.004], [-0.001, 0.016, -0.010], [0.054, -0.041, -0.016], [0.016, -0.011, 0.012], [-0.052, -0.027, -0.028], [0.063, 0.030, -0.006], [0.025, -0.058, 0.050], [-0.051, 0.093, 0.092], [0.009, -0.026, 0.032], [0.049, -0.036, 0.093], [0.061, -0.031, -0.032], [0.088, 0.000, 0.030], [-0.055, -0.216, 0.110], [-0.032, 0.035, -0.003], [0.028, 0.021, -0.102], [0.122, -0.026, -0.139], [-0.039, -0.206, 0.065], [0.025, -0.019, 0.009], [-0.004, 0.004, 0.025], [-0.009, 0.008, -0.019], [-0.008, -0.017, -0.004], [-0.002, -0.003, -0.004], [-0.017, 0.003, 0.001], [-0.005, 0.022, 0.032], [-0.022, -0.012, -0.024], [-0.021, -0.003, 0.002], [-0.016, -0.018, 0.036], [-0.006, -0.005, -0.004], [-0.009, 0.002, 0.001], [0.003, 0.000, -0.001], [0.015, -0.022, 0.032], [0.018, -0.013, 0.015], [-0.002, 0.042, -0.025], [-0.011, 0.005, -0.008], [-0.023, -0.010, 0.029], [0.007, -0.005, 0.046], [0.004, 0.004, 0.023], [-0.038, 0.016, 0.003], [-0.006, -0.008, -0.007], [0.000, 0.004, -0.004], [-0.031, 0.019, 0.001], [0.002, -0.002, 0.001], [0.014, 0.001, -0.004]],
  "orbital_gap_ev": 6.998,
  "charge": -2,
  "relative_energy_ev": 0.000
}

Entry 2:
{
  "formula": "C15H60N30O15",
  "method": "the ωB97M-V functional and the def2-TZVPD basis",
  "symbols": ["O", "O", "O", "O", "O", "O", "O", "O", "O", "O", "O", "O", "O", "O", "O", "N", "N", "N", "N", "N", "N", "N", "N", "N", "N", "N", "N", "N", "N", "N", "N", "N", "N", "N", "N", "N", "N", "N", "N", "N", "N", "N", "N", "N", "N", "C", "C", "C", "C", "C", "C", "C", "C", "C", "C", "C", "C", "C", "C", "C", "H", "H", "H", "H", "H", "H", "H", "H", "H", "H", "H", "H", "H", "H", "H", "H", "H", "H", "H", "H", "H", "H", "H", "H", "H", "H", "H", "H", "H", "H", "H", "H", "H", "H", "H", "H", "H", "H", "H", "H", "H", "H", "H", "H", "H", "H", "H", "H", "H", "H", "H", "H", "H", "H", "H", "H", "H", "H", "H", "H"],
  "coordinates": [[6.691, 2.659, -31.433], [5.520, 6.444, -27.453], [0.006, 7.233, -26.579], [1.000, -4.223, -27.239], [-0.442, 0.984, -31.406], [-0.250, 1.863, -24.285], [-2.201, 2.760, -27.075], [2.107, -1.565, -31.699], [6.052, 3.468, -24.173], [-2.779, -0.421, -26.561], [3.126, -1.778, -24.092], [6.731, 0.617, -27.375], [2.207, 0.420, -28.378], [2.674, 4.239, -25.450], [3.277, 7.450, -29.476], [5.257, 4.305, -27.037], [2.486, -3.297, -28.698], [3.494, 5.069, -23.547], [7.822, 1.086, -30.288], [2.315, 2.557, -27.577], [4.248, -2.061, -32.265], [6.527, 1.268, -24.094], [3.246, 6.811, -31.608], [0.939, 5.380, -27.313], [4.660, 1.986, -25.158], [0.813, 0.977, -26.808], [-2.188, -0.266, -24.282], [7.553, -1.258, -26.404], [-0.634, 3.276, -22.585], [3.927, -1.147, -30.325], [-3.180, -2.053, -25.131], [3.010, 5.251, -30.014], [2.038, 0.173, -24.027], [-0.525, 2.607, -29.814], [0.462, -2.299, -28.330], [-1.289, 0.538, -29.371], [5.405, -1.223, -27.228], [-0.420, 6.472, -28.699], [0.977, -1.688, -24.892], [-2.063, 3.329, -24.248], [5.617, 1.495, -29.890], [5.889, 4.824, -29.099], [1.351, 5.415, -23.999], [-3.615, 3.669, -28.641], [-4.405, 2.464, -26.890], [3.296, -1.658, -31.433], [6.576, -0.561, -27.084], [1.277, -3.329, -28.044], [2.083, -1.138, -24.350], [-2.645, -0.846, -25.432], [2.522, 4.908, -24.422], [-3.325, 2.957, -27.508], [0.205, 6.466, -27.517], [5.546, 5.304, -27.893], [3.179, 6.555, -30.282], [5.746, 2.297, -24.420], [1.854, 1.292, -27.588], [6.723, 1.807, -30.588], [-0.913, 2.797, -23.812], [-0.711, 1.341, -30.271], [-2.134, 4.268, -23.893], [-5.367, 2.477, -27.178], [3.153, 6.068, -32.280], [-2.853, -2.533, -24.310], [1.296, 0.844, -24.187], [-1.124, 0.926, -28.453], [5.311, -2.171, -26.907], [4.705, 1.882, -30.053], [0.197, -1.132, -24.571], [5.370, 3.322, -27.222], [3.428, -0.506, -29.733], [6.652, 0.427, -24.634], [5.695, 3.837, -29.123], [-3.911, -2.463, -25.686], [4.461, 4.967, -23.826], [8.498, -0.924, -26.336], [-0.529, -2.485, -28.348], [-1.021, 2.943, -29.004], [4.600, 1.005, -25.376], [-0.916, 7.307, -28.959], [2.953, 2.670, -28.347], [0.012, 3.220, -30.404], [0.495, 5.395, -24.532], [-1.333, 3.824, -22.113], [3.142, 4.488, -30.657], [-4.572, 3.965, -28.727], [8.777, 1.235, -30.563], [-1.441, -0.447, -29.490], [1.007, 4.658, -28.010], [4.062, 2.709, -25.527], [1.974, 3.206, -26.883], [7.702, 0.181, -29.864], [4.914, -1.316, -30.295], [1.377, 5.311, -26.407], [0.729, -1.639, -29.048], [3.197, 7.770, -31.907], [0.001, 2.752, -22.005], [3.079, -4.099, -28.578], [2.625, -2.373, -29.078], [-2.830, 4.113, -29.086], [3.197, 5.005, -29.053], [-0.286, 5.696, -29.322], [3.740, -2.515, -33.017], [0.958, -2.696, -24.922], [6.114, 5.328, -29.939], [7.140, 1.227, -23.298], [5.043, 4.713, -26.143], [5.696, 0.730, -29.241], [-1.798, 0.665, -24.373], [0.200, 1.582, -26.281], [3.069, 5.285, -22.662], [0.645, -0.018, -26.773], [-4.141, 1.894, -26.101], [-2.427, 2.995, -25.133], [5.034, -2.418, -31.752], [-2.028, -0.803, -23.448], [4.613, -0.656, -27.496], [2.849, 0.408, -23.477], [7.238, -2.009, -25.811], [1.148, 5.645, -23.041]],
  "forces_ev_per_a": [[0.321, 1.777, -1.223], [0.158, 0.286, -1.020], [-0.121, 0.848, -0.540], [-0.276, 0.400, -0.515], [0.333, 0.411, -0.093], [-0.812, 0.857, -0.425], [0.860, 0.113, 0.060], [0.588, -0.407, 0.521], [-0.537, -0.148, 0.804], [0.641, 1.505, 0.053], [-1.031, 0.352, -0.656], [-0.086, -0.296, -0.718], [2.034, -0.545, -0.870], [-0.393, 0.644, -0.470], [-0.322, -0.095, 0.744], [-0.798, -0.340, 0.610], [-1.765, 0.679, 0.621], [0.066, 0.457, 0.892], [0.904, -1.923, 0.920], [-0.015, -1.256, -0.459], [-0.164, -1.262, -2.036], [1.658, -2.697, 1.023], [-0.004, 0.056, -1.386], [0.841, -1.126, 0.102], [0.312, -0.923, 0.272], [-0.747, -0.310, 0.887], [0.735, 1.551, -0.915], [-0.482, -0.656, -0.144], [1.017, 0.573, 1.428], [-0.987, -0.435, 0.640], [-0.094, -1.668, 0.611], [-0.708, -2.056, 1.697], [0.316, 0.302, 0.404], [0.437, 1.131, 0.198], [-1.129, 1.332, -0.534], [-0.342, 0.463, 1.850], [0.141, 0.058, -0.372], [-0.871, 0.708, -1.149], [-0.435, 0.726, 0.001], [0.011, -0.079, -0.681], [-0.613, -1.202, 1.449], [0.105, -0.590, -0.781], [-2.108, 0.424, 0.023], [0.450, -0.510, 0.702], [-0.293, -0.633, 1.607], [-1.130, 2.698, 1.202], [0.610, 0.745, 1.527], [1.026, -2.077, 0.913], [2.520, -0.941, 0.965], [-1.611, -1.266, 0.381], [-0.054, -1.506, -0.358], [-0.800, 0.552, -1.441], [-0.788, -0.133, 1.986], [0.620, 1.194, 1.050], [0.426, 1.442, -0.817], [0.034, 2.550, -1.100], [-1.891, 0.070, -0.351], [-0.178, 0.405, -0.827], [0.218, -1.532, 1.054], [-0.157, -1.140, -2.168], [-0.978, 0.104, -0.706], [0.254, 0.073, -0.252], [-0.038, 0.277, -0.089], [-0.450, -0.169, -0.087], [0.127, -0.295, -0.012], [-0.559, -0.956, 0.492], [-0.419, 0.141, -0.095], [0.265, -0.066, -0.598], [-0.705, -0.761, -0.471], [0.183, 0.084, 0.380], [0.058, 0.289, 0.402], [-0.686, 0.206, -0.329], [0.504, 0.039, -1.013], [0.439, -0.018, -0.238], [0.161, -0.481, 0.652], [-0.244, 0.222, 0.026], [0.098, -0.175, 0.484], [0.313, -0.056, 0.122], [-0.802, 0.205, -0.274], [0.030, -0.247, -0.209], [0.136, 0.977, 0.434], [-0.216, -0.008, 0.044], [0.375, -0.229, -0.475], [0.099, -0.194, 0.154], [0.167, 0.433, -0.318], [0.315, 0.348, -0.541], [-0.452, 0.732, -0.567], [0.175, 0.212, -0.276], [0.335, -0.004, 0.227], [-0.173, -0.083, -0.064], [0.765, 0.331, -0.121], [-0.066, 0.276, 0.317], [-0.024, 0.695, 0.562], [0.283, -0.390, -0.664], [0.156, -0.070, -0.060], [0.078, -0.156, 0.029], [0.098, 0.153, -0.173], [0.396, 0.536, -0.057], [1.360, -0.689, -0.541], [-0.452, 0.317, -0.192], [-0.014, 0.147, -0.006], [0.021, 0.465, -0.311], [1.234, -0.685, -0.274], [-0.246, 0.035, -0.119], [-0.096, 0.131, 0.270], [-0.092, 1.009, -0.060], [0.061, -0.896, 0.249], [-0.243, 0.432, 0.366], [0.453, -0.484, 0.205], [0.431, 0.154, 0.058], [1.602, 0.427, 0.483], [-0.241, 0.017, -0.020], [-0.483, -0.305, -0.151], [0.299, 0.757, -0.413], [0.318, -0.719, -1.087], [-0.146, 0.153, -0.048], [-0.282, -0.371, 0.117], [-0.139, 0.452, -0.172], [0.443, -0.106, -0.082], [0.570, 0.224, -0.048]],
  "orbital_gap_ev": 8.424,
  "relative_energy_ev": 5.170
}